(1)
Computed, not measured: a molecular structure, C33H41N12OS2Si2Ti in a non-equilibrium geometry, with the ωB97M-V functional and the def2-TZVPD basis.

Properties
* HOMO-LUMO gap (alpha / beta): 0.183 / 0.195 Ha
* F_max: 2.0 eV Å⁻¹
* <S²>: 0.76
* total energy: -115364.093 eV
* LUMO energy (alpha / beta): -1.0 / -1.0 eV
* spin multiplicity: 2
* energy above the lowest of the compared OMol25 structures with the same formula, charge and spin: 0.994 eV

XYZ file:
```
92
Properties=species:S:1:pos:R:3:forces:R:3:lowdin_charge:R:1
Ti -0.132 0.097 -0.078 -1.0918 0.3672 0.1416 0.923
C -3.552 2.099 -2.027 0.1269 0.0620 -0.0656 -0.048
C -2.269 1.417 -1.681 -0.4556 0.1688 0.5913 -0.281
N -1.980 0.947 -0.500 -1.1716 -0.2363 -1.4159 -0.078
N -2.807 1.007 0.536 -0.4960 0.7605 0.8188 -0.011
C -4.046 0.565 0.563 0.4848 -0.1527 -0.2355 -0.943
N -4.717 0.875 1.731 -0.0030 0.0844 0.1279 0.052
S -4.810 -0.472 -0.546 -0.2383 -0.2186 -0.2594 0.550
C -1.156 1.434 -2.615 0.4514 0.0268 -0.3672 -0.243
C -1.331 1.729 -3.971 -0.1225 -0.0842 0.1470 -0.001
C -0.230 1.895 -4.781 0.1452 0.0025 0.0487 -0.043
C 1.034 1.773 -4.218 -0.1318 0.0284 -0.1029 -0.042
C 1.125 1.421 -2.886 0.0901 -0.0832 -0.0266 -0.127
N 0.073 1.221 -2.092 -0.4056 0.2684 -0.3477 0.049
H -3.978 2.544 -1.128 -0.0128 -0.0371 0.0276 0.084
H -4.289 1.390 -2.409 -0.0266 -0.0003 0.0233 0.046
H -3.387 2.886 -2.763 0.0353 0.0321 0.0285 0.078
H -4.376 1.678 2.239 0.0631 -0.0185 -0.0628 0.084
H -5.717 0.792 1.669 -0.0298 -0.0755 -0.0265 0.061
H -2.331 1.817 -4.371 -0.0073 0.0508 0.0141 0.116
H -0.349 2.138 -5.829 -0.0040 -0.0176 -0.0061 0.112
H 1.929 1.944 -4.798 0.0214 -0.0268 0.0263 0.108
H 2.101 1.311 -2.434 -0.0149 -0.0289 0.0142 0.111
C 3.114 -2.495 2.135 -0.1839 -0.0029 0.0072 -0.161
Si 1.224 -2.338 1.917 -0.0469 -0.3689 0.4225 0.475
C 0.728 -3.627 0.615 0.0909 0.2894 -0.1384 -0.133
C 0.330 -2.980 3.471 0.1690 0.0940 -0.1326 -0.169
N 0.781 -0.698 1.556 0.4174 -0.0054 0.4834 -0.173
C 0.975 0.282 2.504 0.2292 0.0922 0.3919 -0.351
C 1.583 0.095 3.756 -0.0640 -0.0421 -0.1007 -0.069
C 1.528 1.066 4.744 -0.0033 0.0394 0.1005 -0.114
C 0.860 2.254 4.498 0.0321 0.0294 0.0325 -0.113
C 0.361 2.506 3.226 -0.0760 -0.0680 -0.0846 -0.081
C 0.487 1.580 2.182 0.3455 0.2578 0.4696 -0.337
N 0.176 1.822 0.839 0.4133 0.4959 0.5889 -0.158
Si -0.014 3.521 0.443 -0.0828 0.6724 0.2350 0.475
C -1.679 4.183 1.097 0.2366 -0.0569 -0.0372 -0.167
C 0.039 4.122 -1.353 -0.0763 -0.4440 0.0367 -0.169
C 1.439 4.515 1.182 -0.1075 -0.1887 -0.0317 -0.168
H 3.551 -3.125 1.356 -0.0224 -0.0072 -0.0138 0.019
H 3.372 -2.943 3.097 -0.0089 -0.0078 0.0026 0.027
H 3.607 -1.522 2.087 -0.0319 0.0304 0.0209 0.019
H 1.535 -3.851 -0.088 0.0000 -0.0134 0.0221 0.022
H -0.157 -3.337 0.048 -0.0473 -0.0671 0.1051 0.020
H 0.491 -4.555 1.139 0.0340 0.0088 0.0611 0.042
H 0.838 -3.864 3.869 0.0489 -0.0123 -0.0626 0.031
H -0.689 -3.278 3.211 0.0502 -0.0207 -0.0193 0.014
H 0.263 -2.244 4.271 0.0089 0.0129 -0.0062 0.018
H 2.082 -0.844 3.962 -0.0278 -0.0017 0.0624 0.079
H 1.988 0.882 5.707 -0.0230 -0.0124 0.0028 0.094
H 0.744 3.000 5.274 0.0359 -0.0076 0.0027 0.094
H -0.130 3.452 3.041 0.0454 -0.0036 0.0224 0.072
H -2.356 3.353 1.307 0.0084 -0.0484 -0.0283 0.001
H -2.158 4.837 0.364 0.0243 -0.0003 -0.0158 0.025
H -1.559 4.757 2.019 0.0010 0.0100 -0.0242 0.020
H -0.833 3.842 -1.943 -0.0153 0.0321 -0.0381 0.019
H 0.936 3.803 -1.885 0.0249 0.0539 -0.0102 0.020
H 0.061 5.213 -1.301 -0.0145 0.0065 0.1300 0.041
H 1.081 5.326 1.820 0.0010 0.0033 -0.0027 0.031
H 2.041 4.963 0.389 -0.0369 -0.0084 -0.0355 0.020
H 2.095 3.893 1.793 0.0026 -0.0014 0.0146 0.024
S 3.613 -5.262 -3.716 -0.1174 0.1485 0.0784 1.016
N 2.029 -4.921 -3.741 0.1776 -0.1760 -0.0590 -0.208
C 1.865 -3.809 -3.052 0.3996 0.0555 0.1248 -0.305
C 0.604 -3.161 -2.789 -0.0640 0.5189 0.2600 -0.090
C -0.620 -3.666 -3.212 -0.1719 0.0540 0.0078 0.022
C -1.772 -2.993 -2.856 0.3003 -0.1793 -0.1083 -0.003
C -1.673 -1.841 -2.086 -0.3460 0.1423 -0.0065 -0.091
N -0.515 -1.345 -1.665 0.8930 -1.1507 -0.2622 0.041
C 0.625 -1.992 -2.003 -0.9077 -0.6018 -0.7226 -0.153
C 1.857 -1.458 -1.493 1.1816 0.3916 0.2019 -0.145
N 1.770 -0.350 -0.717 1.2057 -1.1418 -1.1095 -0.016
C 2.894 0.235 -0.308 -0.0446 0.2010 0.2270 -0.100
C 4.153 -0.255 -0.608 0.0474 -0.2337 -0.1441 -0.018
C 4.261 -1.437 -1.321 0.0883 0.0876 0.1418 0.019
C 3.104 -2.058 -1.769 -0.4849 0.4336 0.0940 -0.083
C 3.089 -3.281 -2.534 -0.2687 -0.2168 -0.2252 -0.309
N 4.143 -4.010 -2.837 0.0996 -0.1700 -0.1480 -0.209
H -0.645 -4.578 -3.792 -0.0055 0.0003 -0.0056 0.122
H -2.745 -3.368 -3.142 -0.0350 0.0836 -0.0062 0.116
H -2.575 -1.321 -1.779 0.0518 0.0360 0.1216 0.052
H 2.762 1.119 0.306 -0.0510 -0.0265 0.0169 0.129
H 5.033 0.266 -0.260 -0.0272 0.0228 0.0426 0.118
H 5.222 -1.889 -1.528 0.0010 0.0148 -0.0302 0.124
N -1.938 -0.884 2.872 -0.0663 0.0783 -0.3891 0.226
C -2.202 -1.550 1.735 0.1932 -0.0262 0.0462 -0.634
N -3.160 -2.512 1.796 0.1140 -0.1840 0.0028 0.190
O -1.551 -1.406 0.679 -0.5196 -0.1095 0.2582 -0.117
H -2.563 -0.926 3.653 -0.0438 0.0139 0.0305 0.122
H -1.270 -0.133 2.823 0.0421 0.1497 0.1242 0.091
H -3.885 -2.438 2.487 -0.0375 0.0576 0.0130 0.106
H -3.452 -2.853 0.897 -0.1611 0.1144 -0.1012 0.090
```
Positions in Å, forces in eV/Å.


(2)
Computed, not measured: a molecular structure, C33H41N5OPSTi, with the ωB97M-V functional and the def2-TZVPD basis.

Properties
* HOMO-LUMO gap (alpha / beta): 0.215 / 0.272 Ha
* F_max: 0.5 eV Å⁻¹
* <S²>: 2.01
* total energy: -87620.312 eV
* LUMO energy (alpha / beta): -2.6 / -2.9 eV
* spin multiplicity: 3
* charge: +1

XYZ file:
```
83
Properties=species:S:1:pos:R:3:forces:R:3:lowdin_charge:R:1
Ti 0.128 0.644 -0.974 -0.0990 0.1637 -0.4262 0.797
C 1.215 4.135 -3.474 -0.0759 -0.0082 0.0489 -0.013
C 1.039 3.113 -2.393 0.1390 -0.0703 -0.0367 -0.286
N 0.261 2.038 -2.521 -0.0476 -0.0592 0.0280 -0.092
C -0.454 1.690 -3.741 0.0247 0.0096 0.1091 -0.198
C -1.852 1.215 -3.354 0.0430 0.0245 0.0601 -0.152
N -1.806 0.333 -2.163 0.0333 -0.0214 -0.1502 -0.122
C -2.206 -1.082 -2.284 0.0018 -0.0299 0.0365 -0.162
C -1.011 -2.013 -2.134 -0.0489 0.0465 0.0063 -0.169
N -0.150 -1.597 -1.016 -0.1013 0.0574 0.1370 -0.144
C -0.574 -1.910 0.363 0.1134 -0.0008 0.1063 -0.160
C 0.540 -1.427 1.304 -0.0739 0.0157 -0.0887 -0.149
N 1.024 -0.127 0.836 -0.1662 -0.1225 -0.1283 -0.008
C 1.801 0.638 1.498 0.2288 -0.0925 0.2399 -0.258
C 2.408 0.304 2.823 -0.0269 0.0721 -0.0039 0.011
C 2.129 1.916 0.827 0.0120 0.0316 -0.0872 -0.237
C 2.996 2.857 1.312 0.0993 0.1460 0.0211 -0.004
C 3.229 4.013 0.528 0.0074 -0.0058 0.0162 -0.040
C 2.612 4.166 -0.685 0.0627 -0.0132 0.0939 0.003
C 1.737 3.162 -1.151 -0.1507 -0.1405 0.0029 -0.229
N 1.509 2.065 -0.363 0.0251 0.1609 -0.0231 -0.005
H 1.458 3.658 -4.425 0.0044 0.0150 -0.0059 0.084
H 2.016 4.830 -3.240 -0.0057 0.0121 0.0067 0.071
H 0.300 4.715 -3.621 0.0061 -0.0045 -0.0174 0.097
H 0.078 0.878 -4.252 0.0124 0.0010 0.0074 0.098
H -0.544 2.514 -4.451 0.0454 0.0467 0.0209 0.116
H -2.347 0.725 -4.195 0.0094 -0.0510 -0.0023 0.122
H -2.440 2.095 -3.092 -0.0665 -0.0259 0.0206 0.129
H -2.388 0.753 -1.446 0.0141 0.0384 0.0176 0.067
H -2.705 -1.283 -3.233 -0.0143 0.0252 -0.0203 0.124
H -2.929 -1.298 -1.495 -0.0183 0.0246 0.0140 0.125
H -0.392 -1.956 -3.033 0.0275 -0.0041 -0.0162 0.115
H -1.352 -3.047 -2.031 0.0054 -0.0356 0.0215 0.130
H 0.758 -2.032 -1.154 0.0418 -0.0069 0.0115 0.066
H -0.734 -2.980 0.517 -0.0510 -0.0396 -0.0692 0.132
H -1.500 -1.378 0.578 -0.0148 0.0071 0.0071 0.104
H 1.364 -2.147 1.288 0.0524 0.0143 -0.0106 0.122
H 0.155 -1.379 2.323 -0.0055 0.0471 0.0154 0.130
H 1.933 -0.559 3.282 0.0081 0.0015 -0.0010 0.078
H 2.332 1.151 3.504 0.0086 -0.0185 0.0042 0.095
H 3.470 0.082 2.689 -0.0113 0.0169 0.0315 0.103
H 3.490 2.729 2.264 -0.0113 0.0020 -0.0244 0.111
H 3.900 4.780 0.891 -0.0062 -0.0106 0.0036 0.113
H 2.792 5.053 -1.276 0.0011 -0.0105 -0.0017 0.112
C -6.476 -2.330 7.081 0.0138 0.0422 0.0518 -0.072
C -5.608 -1.677 6.038 -0.0790 -0.0323 -0.0594 -0.742
O -4.628 -2.180 5.564 0.0327 -0.0082 0.0160 0.035
S -6.208 -0.052 5.563 -0.0071 -0.0173 -0.0242 1.020
C -5.034 0.350 4.300 -0.0289 -0.0020 0.0503 -0.538
C -5.420 0.320 2.966 0.0694 0.0167 -0.0188 -0.083
C -4.499 0.619 1.974 -0.0343 -0.0127 0.0064 -0.030
C -3.181 0.942 2.302 0.0898 -0.0112 -0.0236 -0.256
C -2.812 0.981 3.650 0.0070 0.0058 0.0361 -0.025
C -3.732 0.693 4.642 0.0746 0.0135 -0.0552 -0.083
C -2.203 1.183 1.274 -0.1739 0.1650 -0.0403 -0.123
C -1.368 1.367 0.399 0.0417 -0.4006 0.1288 -0.065
H -5.887 -2.467 7.988 0.0055 0.0065 -0.0075 0.092
H -6.773 -3.316 6.723 0.0077 0.0190 -0.0232 0.092
H -7.360 -1.738 7.310 0.0068 -0.0214 0.0082 0.063
H -6.436 0.054 2.708 0.0027 0.0036 -0.0076 0.108
H -4.796 0.597 0.933 -0.0053 0.0028 0.0043 0.112
H -1.794 1.244 3.909 -0.0143 -0.0028 0.0032 0.114
H -3.441 0.721 5.684 -0.0050 0.0051 -0.0191 0.115
C 3.927 0.775 -1.972 -0.0550 0.0081 0.0265 -0.229
P 2.470 -0.270 -2.320 -0.0272 0.0423 -0.0283 0.932
C 2.561 -0.371 -4.146 -0.0306 -0.0109 0.0267 -0.254
C 3.019 -1.921 -1.773 0.0241 -0.0190 0.0169 -0.394
C 3.644 -2.059 -0.530 -0.0342 -0.0391 -0.0208 -0.107
C 3.941 -3.316 -0.022 0.0104 0.0362 -0.0104 -0.073
C 3.611 -4.456 -0.744 -0.0122 0.0038 -0.0186 -0.070
C 2.991 -4.332 -1.979 0.0020 0.0094 -0.0098 -0.067
C 2.697 -3.074 -2.491 0.0151 -0.0080 0.0294 -0.103
H 4.039 0.938 -0.901 0.0208 0.0036 -0.0054 0.034
H 3.759 1.750 -2.432 0.0125 0.0103 0.0008 0.048
H 4.839 0.334 -2.374 0.0018 -0.0181 -0.0139 0.063
H 3.530 -0.736 -4.486 0.0144 -0.0006 0.0149 0.060
H 2.402 0.636 -4.535 0.0171 -0.0198 -0.0217 0.040
H 1.776 -1.011 -4.548 0.0066 0.0140 -0.0039 0.034
H 3.905 -1.177 0.044 0.0030 -0.0144 0.0059 0.096
H 4.439 -3.406 0.935 -0.0061 0.0031 -0.0129 0.111
H 3.846 -5.436 -0.349 -0.0050 0.0124 -0.0046 0.110
H 2.745 -5.216 -2.552 0.0028 0.0128 0.0060 0.111
H 2.226 -2.998 -3.465 0.0036 -0.0067 0.0225 0.098
```
Positions in Å, forces in eV/Å.